Entry from the OMol25 dataset: a structure of composition C8H20BCl4GaN3O (wB97M-V/def2-TZVPD).

Calculated values
HOMO-LUMO gap	5.69	eV
highest occupied orbital energy	-0.1379	Ha
lowest unoccupied orbital energy	1.932	eV
E_tot	-118280.293	eV
2S+1	1
charge	-1

Geometry as XYZ:
```
38
C8H20BCl4GaN3O wB97M-V/def2-TZVPD
C -2.75585 -0.34853 0.21813
C -2.02525 -1.28624 1.18727
B -1.02822 -2.33375 0.52446
O -1.41144 -2.69269 -0.79583
Ga 0.74436 -3.17608 1.37436
C 2.41714 -2.40988 0.47004
C 2.76186 -0.98299 0.95270
C 2.43777 0.12040 -0.06138
C 0.95200 0.50381 -0.09240
N 0.73429 1.97223 -0.18674
C 0.05119 2.53974 0.91445
N -1.19308 2.80441 0.94976
N 0.88731 2.85129 2.02340
H -3.26419 0.47048 0.73764
H -2.05661 0.08735 -0.50355
H -3.49999 -0.88965 -0.37370
H -2.76080 -1.91123 1.72208
H -1.52584 -0.71388 1.97893
H -1.62935 -3.63204 -0.84332
H 0.89908 -2.79694 2.95289
H 0.69993 -4.79369 1.16743
H 2.31020 -2.40104 -0.62327
H 3.24274 -3.09584 0.68929
H 2.19091 -0.75725 1.86722
H 3.81730 -0.89838 1.24314
H 3.00653 1.03123 0.15297
H 2.73482 -0.22511 -1.05968
H 0.46429 0.12118 0.81270
H 0.43907 0.04043 -0.93982
H 0.18023 2.21600 -0.99853
H -1.61095 2.44275 0.09533
H 1.02264 2.02969 2.60555
H 0.38283 3.52646 2.58786
C -1.52451 2.51606 -4.14931
Cl -1.61238 1.13383 -5.24181
Cl -2.37975 3.88942 -4.86827
Cl -2.26525 2.09690 -2.60747
Cl 0.16694 2.95155 -3.88251
```

=====

Entry from the OMol25 dataset: the molecule C6H4S in a non-equilibrium geometry (wB97M-V/def2-TZVPD).

Calculated values
HOMO-LUMO gap	8.60	eV
highest occupied orbital energy	-0.3092	Ha
lowest unoccupied orbital energy	0.187	eV
E_tot	-17116.124	eV
2S+1	1
energy relative to the best compared isomer or geometry (same formula, charge and spin)	55.8	kcal per mole

Geometry as XYZ:
```
11
C6H4S wB97M-V/def2-TZVPD
C -0.00735 -0.49337 -1.82716
C -1.16571 -0.02917 -1.55651
C -0.21216 -0.43292 0.98424
C 0.65485 0.01914 1.89047
C -0.02130 0.18869 -0.40292
C 0.93054 1.34096 -0.30323
S 1.47612 1.48981 1.24845
H 0.79603 -0.87921 -2.46529
H -2.14202 0.38446 -1.72048
H -1.05415 -1.09676 1.28999
H 0.74516 -0.49162 2.86245
```

=====

Entry from the OMol25 dataset: a cluster of 2 separate species, C2H7NO in total in a non-equilibrium geometry (wB97M-V/def2-TZVPD).

Calculated values
HOMO-LUMO gap	9.58	eV
highest occupied orbital energy	-0.3346	Ha
lowest unoccupied orbital energy	0.469	eV
SMILES	C=O.CN
E_tot	-5722.735	eV
2S+1	1
energy relative to the best compared isomer or geometry (same formula, charge and spin)	57.8	kcal per mole

Geometry as XYZ:
```
11
C2H7NO wB97M-V/def2-TZVPD
C -0.50628 -1.32358 -1.21110
O -0.33409 -0.42888 -2.03340
H 0.06337 -2.26100 -1.10612
H -1.18928 -1.04052 -0.37071
C 0.14735 0.91290 2.11368
N 0.55993 0.75280 0.60091
H 0.62010 1.87232 2.30268
H 0.53996 0.22064 2.82751
H -0.98041 0.78207 2.27499
H 1.35595 1.33412 0.42879
H 0.49375 -0.28813 0.28992
```

=====

Entry from the OMol25 dataset: a structure of composition C41H49NOPPdSSb (wB97M-V/def2-TZVPD).

Calculated values
HOMO-LUMO gap	4.17	eV
highest occupied orbital energy	0.0138	Ha
lowest unoccupied orbital energy	4.548	eV
E_tot	-76991.476	eV
2S+1	1
energy relative to the best compared isomer or geometry (same formula, charge and spin)	0.0	kcal per mole
charge	-2

Geometry as XYZ:
```
96
C41H49NOPPdSSb wB97M-V/def2-TZVPD
Pd -0.58901 -0.09187 0.77150
C -1.52811 3.09278 3.02196
C -0.06990 2.95171 3.37163
C 0.66185 4.00675 3.98773
C 1.96557 3.79118 4.32046
C 2.58277 2.54440 4.04713
C 3.91525 2.25109 4.42905
C 4.41439 1.00776 4.13687
C 3.64700 0.05476 3.44406
C 2.34872 0.29829 3.01114
S 1.48883 -0.87127 2.06468
C 1.79723 1.57919 3.38079
N 0.49607 1.81443 3.08545
H -2.01894 3.83739 3.65395
H -2.02020 2.12759 3.12461
H -1.65428 3.38001 1.97759
H 0.17719 4.95584 4.18674
H 2.55131 4.56718 4.80514
H 4.50791 3.00357 4.93782
H 5.42814 0.75085 4.42883
H 4.08343 -0.90542 3.19612
O -2.91655 1.70026 0.23076
C -2.51223 0.56467 0.51273
C -3.69452 -0.42499 0.77168
C -4.99732 0.00534 0.54235
C -6.08613 -0.81501 0.77980
C -5.86745 -2.09787 1.26916
C -4.57294 -2.54190 1.49173
C -3.46523 -1.72359 1.24213
P -1.70991 -2.27879 1.54308
C -2.12142 -4.11218 1.89138
C -2.41463 -4.42939 3.22101
C -2.62887 -5.73463 3.63564
C -2.52076 -6.77943 2.72430
C -2.20389 -6.49188 1.40487
C -2.01043 -5.17590 0.99535
C -1.11280 -2.55267 -0.17471
C 0.20837 -2.97853 -0.35105
C 0.67802 -3.37225 -1.59600
C -0.16403 -3.37797 -2.69995
C -1.48561 -2.97316 -2.53547
C -1.95473 -2.58045 -1.29281
H -5.11288 1.01979 0.17606
H -7.09540 -0.46559 0.58654
H -6.70196 -2.76251 1.46660
H -4.43015 -3.55138 1.85299
H -2.46559 -3.62209 3.94601
H -2.86175 -5.94125 4.67458
H -2.67311 -7.80458 3.04238
H -2.10830 -7.29616 0.68320
H -1.77123 -4.97761 -0.04233
H 0.87760 -3.01098 0.50324
H 1.71388 -3.67869 -1.69673
H 0.20426 -3.67660 -3.67455
H -2.16178 -2.96812 -3.38413
H -2.99227 -2.28652 -1.18824
C 2.14658 -0.67061 -4.08951
C 1.18538 0.51303 -3.96694
C -0.17263 0.04348 -4.49386
C 1.67851 1.63928 -4.86268
Sb 0.87323 0.77563 -1.73941
C 0.01570 2.82345 -1.68256
C -0.19505 3.22058 -0.21890
C -1.34099 2.70175 -2.37618
C 0.81638 3.93814 -2.35360
C 2.96686 1.21436 -1.11961
C 2.91125 2.01459 0.18171
C 3.60436 -0.15012 -0.83903
C 3.85743 1.95510 -2.11586
H 2.14697 -1.03745 -5.12776
H 1.85757 -1.50424 -3.44669
H 3.17299 -0.40036 -3.84275
H -0.06486 -0.30317 -5.53394
H -0.91878 0.83812 -4.49036
H -0.57180 -0.78485 -3.90868
H 1.80646 1.24710 -5.88474
H 2.63535 2.05698 -4.55111
H 0.95959 2.45701 -4.92838
H -0.49797 2.38165 0.41834
H -1.00404 3.96093 -0.17200
H 0.70726 3.66949 0.19967
H -1.93125 1.86689 -1.99439
H -1.21992 2.60106 -3.45736
H -1.92982 3.60958 -2.18898
H 1.84039 4.00009 -1.98442
H 0.33627 4.90053 -2.12358
H 0.84658 3.84568 -3.43907
H 2.09500 1.70366 0.83669
H 2.79990 3.08249 -0.02236
H 3.84469 1.87380 0.74285
H 3.07436 -0.68857 -0.04919
H 4.64029 0.00130 -0.50195
H 3.63558 -0.78103 -1.72895
H 3.43877 2.90270 -2.45619
H 4.08196 1.35133 -2.99585
H 4.81793 2.17703 -1.62727
```

=====

Entry from the OMol25 dataset: the molecule C4H7NO (wB97M-V/def2-TZVPD).

Calculated values
HOMO-LUMO gap	10.12	eV
highest occupied orbital energy	-0.3570	Ha
lowest unoccupied orbital energy	0.404	eV
SMILES	CCCC1=NO1
E_tot	-7795.771	eV
2S+1	1
energy relative to the best compared isomer or geometry (same formula, charge and spin)	89.3	kcal per mole

Geometry as XYZ:
```
13
C4H7NO wB97M-V/def2-TZVPD
C 1.71027 -0.15724 0.41509
C 0.46542 0.60347 -0.03301
C -0.60138 -0.28868 -0.70327
C -1.86976 -0.12069 0.03107
N -2.34506 0.50496 1.01175
O -3.07423 -0.61325 -0.05370
H 2.36409 0.50743 0.98659
H 1.44154 -0.99946 1.06461
H 2.28745 -0.54595 -0.43169
H 0.73833 1.41640 -0.71233
H 0.02298 1.08922 0.84831
H -0.79001 -0.03683 -1.75677
H -0.34965 -1.35938 -0.66665
```

=====

Entry from the OMol25 dataset: a structure of composition C32H48B2O34V in a non-equilibrium geometry (wB97M-V/def2-TZVPD).

Calculated values
⟨S²⟩	6.0051
HOMO-LUMO gap (alpha / beta)	2.81 / 6.84	eV
highest occupied orbital energy (alpha / beta)	-0.0497 / -0.1981	Ha
lowest unoccupied orbital energy (alpha / beta)	1.453 / 1.452	eV
E_tot	-130629.522	eV
2S+1	5
charge	-1

Geometry as XYZ:
```
117
C32H48B2O34V wB97M-V/def2-TZVPD
V -0.26529 -0.49419 0.06857
O 0.71753 -1.49967 -1.79839
C 1.50911 -1.61613 -2.72831
O 2.78394 -1.76557 -2.60109
B 3.34339 -2.23001 -3.93035
O 2.21562 -2.06204 -4.85545
C 1.10226 -1.90524 -4.22501
O -0.04992 -2.09879 -4.72041
O 3.92317 -3.62474 -4.02274
C 5.20676 -3.52287 -4.32026
O 6.01439 -4.41426 -4.47433
C 5.59703 -2.06772 -4.53100
O 4.48752 -1.32452 -4.30907
O 6.68763 -1.66245 -4.92482
O -0.80776 -0.97685 2.25983
C -0.94678 -0.54851 3.43444
O 0.00199 -0.45978 4.31861
B -0.55930 -0.10842 5.65319
O -1.95207 0.12112 5.40626
C -2.24407 -0.23275 4.21398
O -3.33545 -0.22259 3.69570
O -0.28775 -1.22257 6.59750
C 0.36666 -0.69872 7.63491
O 0.73178 -1.28724 8.60374
C 0.52295 0.85824 7.37984
O 0.11655 1.02967 6.19113
O 0.97615 1.66444 8.15529
C 1.51838 5.72975 -0.58549
C 1.51764 4.94665 0.74505
O 1.27882 3.61275 0.46109
C 1.26576 2.60947 1.43208
O 1.08397 1.40299 1.17196
O 1.53001 3.14986 2.67726
C 1.22946 2.41589 3.80355
H 0.58920 5.55725 -1.12860
H 2.46700 5.45823 -1.04861
H 1.64486 6.77543 -0.30500
H 0.79057 5.31636 1.46810
H 2.46988 5.17945 1.22165
H 0.14997 2.45102 3.95041
H 1.74930 2.79753 4.68231
H 1.56450 1.41509 3.53108
C -4.48568 -3.48558 0.37737
C -4.15898 -1.98561 0.33665
O -4.17126 -1.66774 -1.08843
C -3.14852 -1.06139 -1.70938
O -2.10044 -0.70023 -1.21734
O -3.51983 -0.77431 -2.92192
C -2.76293 -0.07724 -3.91077
H -5.49160 -3.74500 0.04733
H -4.33137 -3.77000 1.41824
H -3.81372 -4.04964 -0.26946
H -3.17092 -1.76789 0.74215
H -4.89035 -1.48948 0.97465
H -3.21496 -0.14591 -4.90024
H -1.73227 -0.43192 -3.91746
H -2.53467 0.97387 -3.73422
C 2.88523 1.52664 -3.62418
C 2.27652 2.54480 -2.59451
O 0.89927 2.87591 -2.85256
C -0.08455 2.20698 -2.16325
O 0.05404 1.18300 -1.47436
O -1.29119 2.83436 -2.32001
C -1.56456 4.07481 -2.98762
H 2.72869 1.81044 -4.66488
H 2.36545 0.56887 -3.59974
H 3.93435 1.27724 -3.46531
H 2.92127 3.39244 -2.82668
H 2.42191 2.26213 -1.55188
H -0.64896 4.66002 -3.07314
H -2.32863 4.54214 -2.36641
H -1.95000 3.73348 -3.94836
C -2.50990 5.32104 0.80836
C -1.93986 3.91847 0.97049
O -3.03050 2.99369 1.13419
C -2.81486 1.70273 0.92801
O -1.70368 1.20864 0.70138
O -3.94614 0.97428 0.92159
C -5.22033 1.53802 1.18373
H -3.30559 5.46410 1.53947
H -2.94501 5.49377 -0.17599
H -1.67997 6.00309 0.99305
H -1.28489 3.74828 1.82499
H -1.35938 3.68274 0.07854
H -5.31304 1.92456 2.19867
H -5.97515 0.75540 1.10719
H -5.46966 2.26342 0.40931
C -2.38282 -4.53405 -2.60813
C -0.97848 -4.51464 -1.97282
O -1.06226 -4.86688 -0.55211
C -0.94668 -3.85569 0.35870
O -0.77149 -2.68054 0.12999
O -0.90253 -4.30501 1.65265
C -0.71129 -5.64055 2.00863
H -2.97084 -5.35743 -2.20271
H -2.32453 -4.63659 -3.69173
H -2.89426 -3.59477 -2.39769
H -0.31918 -3.66377 -2.14441
H -0.44059 -5.33657 -2.44526
H 0.12821 -6.10647 1.49263
H -1.66825 -6.15629 1.92909
H -0.46165 -5.72153 3.06656
C 5.05966 0.34477 -0.90608
C 3.76517 0.11954 -0.17676
O 3.84676 -1.03932 0.62790
C 2.78893 -1.59144 1.16281
O 1.60026 -1.28055 0.85971
O 3.21267 -2.46395 2.11158
C 2.30718 -3.33122 2.80251
H 5.82060 -0.07690 -0.24937
H 5.40366 1.37376 -1.01064
H 5.02327 -0.14509 -1.87913
H 2.91355 -0.08131 -0.82675
H 3.43840 1.01108 0.35849
H 1.75205 -3.88340 2.04421
H 1.61934 -2.73837 3.40542
H 2.85592 -3.99922 3.46642
```

=====

Entry from the OMol25 dataset: a structure of composition C29H21IN6O10S2Zr in a non-equilibrium geometry (wB97M-V/def2-TZVPD).

Calculated values
HOMO-LUMO gap	6.97	eV
highest occupied orbital energy	-0.3032	Ha
lowest unoccupied orbital energy	-1.281	eV
E_tot	-90879.896	eV
2S+1	1
energy relative to the best compared isomer or geometry (same formula, charge and spin)	20.9	kcal per mole

Geometry as XYZ:
```
70
C29H21IN6O10S2Zr wB97M-V/def2-TZVPD
Zr -0.66961 0.06157 -0.74262
I -1.93229 0.43565 2.11401
C -3.74430 1.01910 1.27402
C -4.84511 1.10743 2.07604
C -6.07979 1.50999 1.53266
C -6.15968 1.81669 0.20749
C -5.02323 1.73328 -0.63280
C -5.13908 2.07463 -2.00243
C -4.04799 2.02148 -2.81056
C -2.80704 1.60251 -2.28373
C -2.61633 1.21473 -0.97288
C -3.76731 1.31228 -0.11467
H -4.77597 0.86710 3.12887
H -6.95019 1.57504 2.17183
H -7.09903 2.13197 -0.23057
H -6.10668 2.38243 -2.38040
H -4.11729 2.29069 -3.85672
H -1.97973 1.57106 -2.97847
S 1.27377 -0.43347 2.78775
C 1.77309 1.06755 3.40148
N 0.91673 1.93726 3.94957
C 1.30108 3.23847 4.47570
C 2.49382 3.76005 3.69410
C 3.60043 2.72033 3.72799
N 3.06530 1.41753 3.35544
H -0.05272 1.67539 3.92120
H 1.54435 3.15477 5.54008
H 0.44497 3.90492 4.38094
H 2.84987 4.69493 4.12555
H 2.19809 3.93929 2.66024
H 4.05008 2.66633 4.72434
H 4.38603 2.97651 3.01757
H 3.66529 0.73460 2.92553
O 2.04534 2.88781 0.97860
C 1.67716 1.91177 0.36829
O 0.43148 1.54355 0.20394
C 2.64722 1.03289 -0.38476
C 3.77977 1.55901 -0.98970
C 4.47038 0.77067 -1.89306
C 4.05521 -0.49327 -2.27808
C 2.93357 -0.98095 -1.64035
C 2.27664 -0.26881 -0.65701
N 2.29500 -2.19665 -2.15104
O 1.07109 -2.21880 -2.10830
O 2.98464 -3.06578 -2.62166
N 5.67302 1.33243 -2.54711
O 6.04392 2.42721 -2.18253
O 6.20739 0.65817 -3.40136
H 4.09455 2.57274 -0.78853
H 4.56362 -1.04380 -3.05460
H 1.51536 -0.74613 -0.04082
O 1.32021 -3.00429 0.70840
C 0.20321 -3.10320 0.26282
N -0.72812 -2.06621 0.25291
S -2.06745 -2.49007 -0.54988
O -3.29653 -2.51256 0.17285
O -2.01818 -1.52023 -1.67772
C -1.56711 -4.10136 -1.00991
C -2.24325 -5.05917 -1.73903
C -1.60139 -6.27957 -1.89899
C -0.34859 -6.51393 -1.33357
C 0.30285 -5.53774 -0.59351
C -0.33013 -4.31800 -0.43650
H -3.21782 -4.86847 -2.16612
H -2.07999 -7.06325 -2.47067
H 0.12059 -7.47803 -1.47770
H 1.27719 -5.70301 -0.15436
O 1.08175 0.45127 -4.70741
C 0.61649 0.57625 -3.64022
N 0.16132 0.72739 -2.53984
```

=====

Entry from the OMol25 dataset: a cluster of 2 separate species, C16H25BNO5P2 in total in a non-equilibrium geometry (wB97M-V/def2-TZVPD).

Calculated values
HOMO-LUMO gap	6.71	eV
highest occupied orbital energy	-0.1489	Ha
lowest unoccupied orbital energy	2.658	eV
E_tot	-47976.443	eV
2S+1	1
energy relative to the best compared isomer or geometry (same formula, charge and spin)	46.7	kcal per mole
charge	-1

Geometry as XYZ:
```
50
C16H25BNO5P2 wB97M-V/def2-TZVPD
C -0.83584 -1.96722 4.37115
C -0.96856 -1.95308 3.15112
P -1.04903 -2.14867 1.23089
P -0.46738 -0.07094 0.78222
C -1.78312 1.08047 1.52246
C -1.20486 2.58065 1.59908
C 1.20238 0.39252 1.51930
C 2.34898 -0.67074 1.28881
O -1.17171 -2.71519 -0.42179
C -2.52990 -3.19481 -0.53626
C -3.43599 -2.00465 0.03929
O -4.72918 -2.36176 0.67678
C -4.95511 -1.42775 1.65292
N -5.19998 -0.66016 2.47437
B -3.68104 -1.01623 -1.23172
O -4.70390 -0.01253 -1.15472
O -2.97516 -1.09055 -2.45848
C -1.83643 -0.20094 -2.49571
O -2.69125 -1.50589 1.16862
H -0.82541 -2.39079 5.40237
H -1.47742 -3.49472 1.57136
H 0.33237 -2.56298 1.20471
H -2.70590 1.13912 0.87388
H -2.03151 0.75374 2.57660
H -0.75565 2.81130 0.58368
H -2.06415 3.28116 1.83621
H -0.40729 2.65865 2.39870
H 1.52317 1.35105 0.99739
H 1.14837 0.65655 2.61762
H 2.13074 -1.58409 1.90757
H 3.30678 -0.22680 1.70684
H 2.55211 -0.91677 0.21267
H -2.67924 -3.50310 -1.61574
H -2.76388 -4.17649 -0.00565
H -4.40038 0.72100 -0.58437
H -1.52709 -0.09823 -3.58189
H -2.13112 0.78595 -2.03799
H -0.94188 -0.61299 -1.95277
C 5.62540 2.83168 -2.59832
C 5.76257 1.44967 -2.54365
C 4.67207 0.65497 -2.20963
C 3.44136 1.24194 -1.93960
C 3.30329 2.62345 -1.99781
C 4.39588 3.41902 -2.32291
H 6.47702 3.45172 -2.85559
H 6.72106 0.99119 -2.76086
H 4.78072 -0.42247 -2.16043
H 2.58932 0.62183 -1.68358
H 2.34260 3.08058 -1.78852
H 4.28900 4.49714 -2.36285
```

=====

> Among the records above, which one has the lowest E_tot?

C32H48B2O34V

=====

> Among the records above, which one has the highest 2S+1?

C32H48B2O34V